A cluster of 11 separate species, C29H84N6O11 in total in a non-equilibrium geometry. Source: the OMol25 dataset; level of theory: ωB97M-V/def2-TZVPD.

Bonds (Å) are listed after each position.
Atoms and positions in Å:
1 C 0.1196 3.7397 -1.8555  O2 1.462, H7 1.090, H8 1.090, H9 1.090
2 O -0.9466 2.9896 -2.5175  C1 1.462, C3 1.441
3 C -1.4639 3.6086 -3.7120  O2 1.441, C4 1.558, H10 1.090, H11 1.090
4 C -2.8596 3.0614 -4.1369  C3 1.558, C5 1.547, N6 1.442, H12 1.090
5 C -2.9241 1.5270 -4.3185  C4 1.547, H13 1.090, H14 1.090, H15 1.090
6 N -3.2980 3.5491 -5.4207  C4 1.442, H16 1.010, H17 1.010
7 H 0.9293 3.8961 -2.5682  C1 1.090
8 H 0.4165 3.2496 -0.9283  C1 1.090
9 H -0.2679 4.7203 -1.5787  C1 1.090
10 H -1.5925 4.6847 -3.5956  C3 1.090
11 H -0.8567 3.4206 -4.5975  C3 1.090
12 H -3.6604 3.1473 -3.4024  C4 1.090
13 H -2.8558 1.1634 -3.2932  C5 1.090
14 H -2.1716 1.1492 -5.0106  C5 1.090
15 H -3.9107 1.1392 -4.5725  C5 1.090
16 H -3.7767 2.7958 -5.8935  N6 1.010
17 H -2.5167 3.7551 -6.0266  N6 1.010
18 C 2.1742 1.6386 -4.6050  O19 1.379, H24 1.090, H25 1.090, H26 1.090
19 O 2.1703 0.4017 -5.2136  C18 1.379, C20 1.394
20 C 1.7318 -0.6525 -4.4132  O19 1.394, C21 1.570, H27 1.090, H28 1.090
21 C 2.6083 -0.8832 -3.1307  C20 1.570, C22 1.510, N23 1.469, H29 1.090
22 C 3.7528 -1.7811 -3.5348  C21 1.510, H30 1.090, H31 1.090, H32 1.090
23 N 1.9107 -1.4498 -1.9683  C21 1.469, H33 1.010, H34 1.010
24 H 1.5758 2.2929 -5.2390  C18 1.090
25 H 3.1372 2.1413 -4.6939  C18 1.090
26 H 1.8016 1.7167 -3.5836  C18 1.090
27 H 0.7306 -0.4735 -4.0211  C20 1.090
28 H 1.6018 -1.5648 -4.9952  C20 1.090
29 H 2.9636 0.0857 -2.7800  C21 1.090
30 H 4.4275 -1.7747 -2.6787  C22 1.090
31 H 4.4017 -1.4266 -4.3357  C22 1.090
32 H 3.4556 -2.8203 -3.6758  C22 1.090
33 H 1.3963 -2.3097 -2.0955  N23 1.010
34 H 2.5857 -1.7381 -1.2746  N23 1.010
35 C -1.9036 3.0220 5.3838  O36 1.420, H41 1.090, H42 1.090, H43 1.090
36 O -1.7796 1.6913 5.8651  C35 1.420, C37 1.438
37 C -1.1470 0.8616 4.8758  O36 1.438, C38 1.547, H44 1.090, H45 1.090
38 C -1.2045 -0.6106 5.3484  C37 1.547, C39 1.539, N40 1.468, H46 1.090
39 C -0.1401 -1.3672 4.5337  C38 1.539, H47 1.090, H48 1.090, H49 1.090
40 N -2.4898 -1.2649 5.0737  C38 1.468, H50 1.010, H51 1.010
41 H -0.9539 3.5470 5.2811  C35 1.090
42 H -2.4128 3.6534 6.1119  C35 1.090
43 H -2.4881 3.1277 4.4698  C35 1.090
44 H -1.6417 1.0856 3.9307  C37 1.090
45 H -0.1276 1.2464 4.8450  C37 1.090
46 H -1.0980 -0.6773 6.4311  C38 1.090
47 H 0.8221 -1.2276 5.0265  C39 1.090
48 H -0.1813 -1.1310 3.4704  C39 1.090
49 H -0.3242 -2.4315 4.6800  C39 1.090
50 H -3.1675 -0.5194 5.0032  N40 1.010
51 H -2.5560 -1.6197 4.1304  N40 1.010
52 C 6.5930 -3.4373 2.8162  O53 1.408, H58 1.090, H59 1.090, H60 1.090
53 O 5.6884 -3.0629 1.8047  C52 1.408, C54 1.409
54 C 4.6736 -2.2454 2.3395  O53 1.409, C55 1.566, H61 1.090, H62 1.090
55 C 3.7540 -1.8588 1.1328  C54 1.566, C56 1.560, N57 1.436, H63 1.090
56 C 2.7902 -0.7194 1.5879  C55 1.560, H64 1.090, H65 1.090, H66 1.090
57 N 2.9760 -2.9398 0.5968  C55 1.436, H67 1.010, H68 1.010
58 H 6.0764 -4.2665 3.2996  C52 1.090
59 H 6.9660 -2.6681 3.4924  C52 1.090
60 H 7.4774 -3.9249 2.4060  C52 1.090
61 H 4.1171 -2.7968 3.0974  C54 1.090
62 H 5.0922 -1.3174 2.7289  C54 1.090
63 H 4.4539 -1.4643 0.3961  C55 1.090
64 H 2.2375 -1.1659 2.4145  C56 1.090
65 H 1.9835 -0.4144 0.9214  C56 1.090
66 H 3.3008 0.0529 2.1633  C56 1.090
67 H 3.5087 -3.7403 0.9059  N57 1.010
68 H 2.1303 -2.9700 1.1481  N57 1.010
69 N -0.7933 -0.8937 0.3833  C70 1.302, H73 1.010, H74 1.010
70 C -0.8914 0.3546 0.0275  N69 1.302, N71 1.314, O72 1.203
71 N -0.2644 0.5270 -1.1138  C70 1.314, H75 1.010, H76 1.010
72 O -1.4739 1.1899 0.6687  C70 1.203
73 H -1.3192 -1.2093 1.1857  N69 1.010
74 H -0.2258 -1.5312 -0.1567  N69 1.010
75 H 0.2863 -0.2409 -1.4703  N71 1.010
76 H -0.2896 1.4290 -1.5675  N71 1.010
77 C -3.6079 -4.5603 1.6996  C78 1.497, H80 1.090, H81 1.090, H82 1.090
78 C -3.4526 -3.2418 2.3917  C77 1.497, O79 1.370, H83 1.090, H84 1.090
79 O -2.1965 -2.7664 2.1211  C78 1.370, H85 0.960
80 H -3.8712 -4.3438 0.6643  C77 1.090
81 H -4.4396 -5.0593 2.1968  C77 1.090
82 H -2.6756 -5.1238 1.7389  C77 1.090
83 H -3.5170 -3.3728 3.4719  C78 1.090
84 H -4.1331 -2.4578 2.0595  C78 1.090
85 H -1.7255 -3.2296 1.4245  O79 0.960
86 C -2.0795 -2.4951 -2.9461  C87 1.552, H89 1.090, H90 1.090, H91 1.090
87 C -1.5782 -2.2697 -4.3977  C86 1.552, O88 1.470, H92 1.090, H93 1.090
88 O -2.2190 -3.2390 -5.2976  C87 1.470, H94 0.960
89 H -1.6079 -1.7192 -2.3431  C86 1.090
90 H -1.7723 -3.4422 -2.5025  C86 1.090
91 H -3.1617 -2.4712 -2.8180  C86 1.090
92 H -0.4933 -2.3708 -4.4290  C87 1.090
93 H -1.8395 -1.2770 -4.7644  C87 1.090
94 H -2.2178 -2.8064 -6.1546  O88 0.960
95 C 0.4921 4.8888 3.1456  C96 1.553, H98 1.090, H99 1.090, H100 1.090
96 C -0.4342 4.0847 2.1923  C95 1.553, O97 1.441, H101 1.090, H102 1.090
97 O 0.2915 2.9225 1.7460  C96 1.441, H103 0.960
98 H -0.0848 5.5548 3.7872  C95 1.090
99 H 1.3293 5.4250 2.6986  C95 1.090
100 H 0.8846 4.2084 3.9013  C95 1.090
101 H -0.8085 4.6001 1.3077  C96 1.090
102 H -1.2844 3.6571 2.7236  C96 1.090
103 H -0.2981 2.4090 1.1891  O97 0.960
104 C 3.4290 2.2503 -0.6188  C105 1.563, H107 1.090, H108 1.090, H109 1.090
105 C 3.6614 2.9896 0.7391  C104 1.563, O106 1.365, H110 1.090, H111 1.090
106 O 2.6561 3.9033 0.8731  C105 1.365, H112 0.960
107 H 3.5386 2.8451 -1.5256  C104 1.090
108 H 2.4706 1.7359 -0.6900  C104 1.090
109 H 4.2140 1.4963 -0.6760  C104 1.090
110 H 4.6177 3.5126 0.7384  C105 1.090
111 H 3.6856 2.2201 1.5107  C105 1.090
112 H 1.8385 3.5255 1.2055  O106 0.960
113 C -0.1962 -6.2233 0.5258  C114 1.491, H116 1.090, H117 1.090, H118 1.090
114 C 0.3051 -4.9790 1.1761  C113 1.491, O115 1.405, H119 1.090, H120 1.090
115 O -0.0032 -3.9294 0.2944  C114 1.405, H121 0.960
116 H -0.0855 -6.1854 -0.5579  C113 1.090
117 H -1.2737 -6.2657 0.6849  C113 1.090
118 H 0.1747 -7.1431 0.9781  C113 1.090
119 H 1.3942 -5.0188 1.1964  C114 1.090
120 H 0.0246 -4.7892 2.2121  C114 1.090
121 H 0.2879 -4.0831 -0.6074  O115 0.960
122 C -5.5671 3.6526 -0.4589  C123 1.597, H125 1.090, H126 1.090, H127 1.090
123 C -3.9738 3.6489 -0.3427  C122 1.597, O124 1.374, H128 1.090, H129 1.090
124 O -3.5464 3.0921 0.8387  C123 1.374, H130 0.960
125 H -5.8791 2.6688 -0.1084  C122 1.090
126 H -5.9016 3.7452 -1.4921  C122 1.090
127 H -6.0840 4.3917 0.1532  C122 1.090
128 H -3.7185 4.7084 -0.3232  C123 1.090
129 H -3.4900 3.2819 -1.2479  C123 1.090
130 H -2.9226 2.3731 0.7144  O124 0.960

## Properties
Calculated total energy ... -62893.8421 eV
Charge ... 0
Spin multiplicity ... 1
Molecular weight ... 693.0 Da
Maximum force ... 0.0712 hartree/bohr
Kohn-Sham gap ... 9.27 eV